C4H6N as an isolated structure in a non-equilibrium geometry, computed with ωB97M-V/def2-TZVPD.

- Total charge: +1
- Relative energy (zero: lowest compared OMol25 entry of this formula, charge and spin): 4.375 eV
- LUMO level (alpha / beta): -5.905 / -5.906 eV
- HOMO energy (alpha / beta): -14.483 / -14.483 eV
- Multiplicity: 1

Geometry (Å):
C 3.13 0.14 -0.25
C -0.46 -0.11 -0.12
C -2.39 0.21 -0.01
C 0.89 -0.22 0.57
N 2.05 -0.13 0.04
H 4.14 -0.10 -0.58
H -0.36 -0.10 -1.14
H -2.50 -0.35 0.88
H -2.58 1.25 -0.09
H -2.64 -0.31 -0.90
H 0.72 -0.30 1.60